Entry from OMol25: C37H51IrN2OP2 as an isolated structure (ωB97M-V/def2-TZVPD).

**⟨S²⟩**: 0.769
**Net charge**: +1
**Highest occupied orbital energy (alpha / beta)**: -9.698 / -9.648 eV
**HOMO-LUMO gap (alpha / beta)**: 7.8 / 5.5 eV
**Electronic energy**: -65636.9370 eV
**Multiplicity**: 2
**ΔE to the lowest compared entry with this formula, charge and spin**: 0.000 eV

Structure (XYZ):
```
94
Properties=species:S:1:pos:R:3:forces:R:3:lowdin_charge:R:1
Ir 0.132 -0.428 -0.887 -0.2153 -0.7735 -0.4784 1.1269
C -1.194 2.558 -4.711 0.0199 -0.0447 0.0348 -0.0884
C -1.302 1.397 -3.718 -0.0396 0.0623 0.0230 -0.4993
C -2.748 1.258 -3.226 0.0307 -0.0458 0.0037 -0.0965
P -0.127 1.479 -2.276 0.4886 -0.0231 0.2748 0.9991
C 1.372 2.395 -2.811 -0.0711 0.0767 0.0379 -0.5306
C 2.230 2.689 -1.579 -0.0035 -0.0133 -0.0595 -0.1004
C 2.140 1.572 -3.846 0.0102 0.0092 0.0132 -0.1005
C -1.038 2.538 -1.134 0.0287 0.0512 0.0635 -0.2887
C -1.472 3.820 -1.441 -0.0187 0.0627 0.0706 -0.0385
C -2.352 4.513 -0.614 0.0127 -0.0865 0.0374 -0.2509
C -2.774 5.919 -0.936 0.0006 -0.0201 0.0301 -0.0365
C -2.826 3.850 0.519 0.0850 -0.0682 -0.0861 -0.0093
C -2.377 2.584 0.859 -0.1986 0.0495 0.1395 -0.0116
C -1.439 1.930 0.061 0.3459 0.0638 -0.0542 -0.2684
N -0.858 0.693 0.395 -0.6329 -0.2734 -0.0615 -0.1187
C -0.765 0.292 1.746 0.0460 0.5161 0.2719 -0.3131
C -0.574 1.211 2.780 -0.0861 0.0340 0.0956 -0.0058
C -0.263 0.777 4.058 -0.0332 -0.0159 -0.0999 -0.0206
C -0.111 -0.575 4.349 -0.0212 -0.0149 -0.0391 -0.2464
C 0.329 -1.037 5.708 0.0204 0.0183 -0.0326 -0.0305
C -0.311 -1.487 3.314 -0.0725 0.0943 -0.0407 -0.0159
C -0.638 -1.069 2.034 0.1794 -0.3325 0.1676 -0.3043
P -0.744 -2.074 0.541 -0.1271 0.1400 -0.0021 1.0094
C -0.027 -3.746 0.701 0.0757 -0.0893 0.1428 -0.4991
C 1.482 -3.652 0.948 -0.0624 0.0249 -0.0479 -0.1000
C -0.703 -4.688 1.707 -0.0078 0.0046 -0.0715 -0.0845
C -2.594 -2.241 0.306 -0.0522 -0.0771 0.0968 -0.4857
C -3.082 -3.413 -0.556 0.0437 0.0082 -0.0209 -0.0990
C -3.359 -2.281 1.637 0.0567 -0.0141 -0.0474 -0.0912
H -1.832 2.345 -5.571 -0.0066 0.0075 0.0020 0.0901
H -0.182 2.710 -5.082 -0.0070 -0.0025 -0.0097 0.0648
H -1.547 3.493 -4.278 0.0059 0.0147 0.0129 0.0697
H -1.042 0.485 -4.251 -0.0523 0.0360 -0.0087 0.0701
H -3.106 2.197 -2.806 -0.0245 0.0302 -0.0222 0.0768
H -2.859 0.491 -2.457 0.0104 0.0446 -0.0181 0.0569
H -3.393 0.998 -4.067 0.0024 -0.0262 0.0124 0.0922
H 1.050 3.340 -3.258 -0.0302 0.0001 -0.0276 0.1061
H 2.540 1.765 -1.086 -0.0103 0.0244 -0.0050 0.0513
H 1.685 3.291 -0.850 0.0218 0.0062 0.0158 0.0769
H 3.123 3.241 -1.876 -0.0095 0.0043 -0.0060 0.0881
H 2.534 0.665 -3.385 -0.0075 -0.0374 0.0193 0.0685
H 2.990 2.144 -4.221 -0.0164 -0.0002 0.0022 0.0904
H 1.525 1.292 -4.705 0.0144 -0.0015 0.0058 0.0669
H -1.126 4.299 -2.350 0.0116 0.0032 0.0087 0.1111
H -2.827 6.082 -2.012 0.0064 -0.0062 -0.0017 0.0816
H -2.056 6.634 -0.529 -0.0155 0.0016 -0.0037 0.0916
H -3.748 6.148 -0.507 0.0043 0.0000 0.0002 0.0822
H -3.558 4.334 1.154 0.0013 0.0022 -0.0014 0.1218
H -2.771 2.099 1.743 0.0254 0.0150 -0.0225 0.1198
H -0.602 2.272 2.579 0.0089 -0.0004 -0.0213 0.1194
H -0.094 1.512 4.836 0.0070 -0.0064 -0.0064 0.1236
H 0.017 -0.341 6.485 0.0068 0.0004 -0.0036 0.0832
H 1.420 -1.104 5.738 -0.0170 0.0042 0.0220 0.0896
H -0.073 -2.022 5.946 0.0014 0.0000 -0.0105 0.0827
H -0.174 -2.538 3.523 -0.0038 -0.0477 0.0025 0.1009
H -0.196 -4.156 -0.306 0.0799 0.0224 0.0502 0.1117
H 1.693 -3.267 1.947 0.0001 0.0166 0.0150 0.0807
H 1.968 -2.988 0.235 0.0363 0.0249 -0.0229 0.0518
H 1.921 -4.648 0.869 0.0109 0.0150 0.0037 0.0856
H -0.085 -5.579 1.825 -0.0138 -0.0129 -0.0239 0.0876
H -1.688 -5.012 1.378 -0.0014 0.0213 0.0247 0.0589
H -0.814 -4.240 2.691 0.0215 0.0116 0.0516 0.0618
H -2.847 -1.306 -0.203 0.0034 0.0134 -0.0303 0.0923
H -2.983 -4.361 -0.029 0.0138 0.0128 -0.0176 0.0671
H -2.588 -3.502 -1.519 -0.0259 -0.0143 0.0202 0.0539
H -4.147 -3.272 -0.752 0.0003 -0.0030 -0.0014 0.0893
H -3.117 -3.180 2.208 0.0011 0.0290 -0.0040 0.0775
H -4.430 -2.304 1.426 0.0091 -0.0121 0.0038 0.0870
H -3.159 -1.416 2.265 0.0058 0.0327 0.0117 0.0695
N 2.348 -2.579 -3.764 0.0793 0.0085 0.0806 0.2239
C 1.405 -1.943 -3.075 0.1332 0.0402 0.1604 -0.5104
O 1.661 -1.448 -1.960 0.1877 -0.2318 -0.1591 -0.1410
C 0.039 -1.763 -3.619 -0.1781 -0.0245 -0.0004 -0.1795
C -0.900 -1.599 -2.421 -0.1912 0.2836 -0.1492 -0.3061
H 3.277 -2.652 -3.380 0.0085 -0.0025 -0.0075 0.1340
H 2.154 -2.988 -4.660 -0.0129 -0.0021 -0.0098 0.1250
H -0.242 -2.590 -4.277 0.0233 0.0010 -0.0336 0.1285
H 0.101 -0.867 -4.244 0.0043 -0.0696 0.0179 0.0934
H -1.042 -2.604 -2.030 -0.0144 0.0221 -0.0250 0.0064
H -1.880 -1.260 -2.753 0.0080 -0.0192 -0.0128 0.0424
C 1.656 -0.192 0.446 0.2060 0.6655 -0.2874 -0.1997
C 2.536 -0.036 1.266 -0.1419 -0.2055 0.1686 -0.0902
C 3.467 0.040 2.360 0.0174 -0.0265 -0.1055 -0.2512
C 4.536 -0.853 2.449 0.0107 -0.0168 0.0005 -0.0438
C 5.410 -0.801 3.525 -0.0040 -0.0046 -0.0106 -0.0839
C 5.232 0.144 4.525 -0.0105 0.0052 -0.0030 -0.0910
C 4.175 1.040 4.441 -0.0062 0.0040 0.0150 -0.0844
C 3.299 0.991 3.369 0.0188 0.0060 -0.0090 -0.0480
H 4.675 -1.589 1.667 -0.0022 0.0042 0.0031 0.1106
H 6.234 -1.500 3.581 -0.0034 0.0023 -0.0027 0.1036
H 5.917 0.186 5.362 -0.0025 0.0002 -0.0012 0.1025
H 4.035 1.786 5.215 0.0007 -0.0050 -0.0054 0.1032
H 2.474 1.688 3.299 -0.0009 0.0187 -0.0014 0.1031
```
Positions in Å, forces in eV/Å.

=====

Entry from OMol25: a single C2H4N2OS molecule in a non-equilibrium geometry (ωB97M-V/def2-TZVPD).

**Highest occupied orbital energy**: -8.531 eV
**Structure (SMILES)**: [H]/N=C1/NSCO1
**HOMO-LUMO gap**: 9.0 eV
**Electronic energy**: -18000.6653 eV
**ΔE to the lowest compared entry with this formula, charge and spin**: 1.994 eV

Structure (XYZ):
```
10
Properties=species:S:1:pos:R:3:forces:R:3:nbo_charge:R:1
C -0.821 -0.321 -0.005 0.6203 -1.9573 -0.7878 0.6683
C 1.070 1.000 0.102 0.7989 -0.0359 -0.9004 -0.1755
H -2.481 0.240 -0.451 -0.1727 -1.0695 0.2834 0.3493
H -0.062 -2.217 0.127 -0.2355 -0.5318 -0.2351 0.4197
H 1.230 1.222 1.151 0.0320 -0.0836 0.2358 0.1902
H 1.465 1.845 -0.535 -0.0620 -1.3529 0.5902 0.2224
N -2.019 -0.668 -0.216 -0.1930 1.8728 -0.0210 -0.7178
N 0.183 -1.266 0.278 -0.0327 1.5012 0.6099 -0.7877
O -0.302 0.913 -0.183 -0.3099 0.1552 0.1422 -0.5005
S 1.738 -0.747 -0.268 -0.4453 1.5018 0.0827 0.3316
```
Positions in Å, forces in eV/Å.

=====

Entry from OMol25: C4H9FN2 as an isolated structure in a non-equilibrium geometry (ωB97M-V/def2-TZVPD).

**⟨S²⟩**: 2.010
**Highest occupied orbital energy (alpha / beta)**: -5.635 / -10.653 eV
**HOMO-LUMO gap (alpha / beta)**: 6.6 / 9.8 eV
**Electronic energy**: -9985.6040 eV
**Multiplicity**: 3
**ΔE to the lowest compared entry with this formula, charge and spin**: 1.094 eV

Structure (XYZ):
```
16
Properties=species:S:1:pos:R:3:forces:R:3:nbo_charge:R:1
C 1.974 0.275 1.206 -2.5253 -3.1689 -0.8029 -0.6837
C 0.894 0.649 -1.204 0.8274 -1.8501 -1.3698 -0.7283
C -2.796 -0.506 0.113 -1.9917 0.5775 0.1973 -0.4621
C 1.210 -0.229 -0.066 -0.8576 -0.3328 1.3942 0.6188
N -1.403 -0.403 -0.143 -1.3566 -0.3083 -0.9823 -0.2467
N -0.550 -0.714 0.665 3.8512 0.1794 -0.0747 -0.2109
F 1.639 -1.416 -0.548 0.0520 0.1852 0.6574 -0.3395
H 1.314 0.947 1.720 -0.8252 -0.2616 0.6873 0.2395
H 2.658 0.981 0.874 2.5468 0.4477 -0.5130 0.2248
H 2.209 -0.697 1.803 0.1771 2.2821 -0.8978 0.2523
H 0.694 1.601 -0.987 -1.1975 3.7227 1.5888 0.2241
H 0.121 0.290 -1.821 -1.5628 -0.7783 -0.0560 0.2523
H 1.581 0.783 -2.017 1.7847 -0.5237 0.1498 0.2404
H -3.329 0.492 -0.161 0.8370 -1.1189 1.4392 0.1970
H -2.862 -0.933 1.223 -0.7031 1.2089 -2.4716 0.2208
H -3.355 -1.120 -0.657 0.9436 -0.2609 1.0542 0.2014
```
Positions in Å, forces in eV/Å.